w:
The following is a quantum chemistry calculation of 2 unconnected molecules or ions with the total composition C2HClN2O2, from OMol25.

Its SMILES is [O-][N+]#CCl.C#[N+][O-]. The calculation puts the HOMO energy (alpha / beta) at -9.086 / -9.088 eV. The value obtained for the frontier orbital gap (alpha / beta) is 7.95 / 7.96 eV.

ORCA input file:
```
! wB97M-V def2-TZVPD RIJCOSX def2/J DEFGRID3
* xyz 0 1
O 1.107 -2.456 0.295
N 1.334 -1.344 -0.143
C 1.014 -0.213 -0.409
Cl 1.554 1.117 -1.197
C -0.957 0.168 0.496
N -1.438 1.207 0.265
O -1.440 2.286 -0.208
H -1.173 -0.767 0.901
*
```

So, what does the Löwdin scheme give us? The charges, in e, come out as:
1. O 0.00
2. N -0.15
3. C -0.63
4. Cl 0.79
5. C 0.07
6. N -0.18
7. O 0.03
8. H 0.08

x:
The following is a quantum chemistry calculation of 2 unconnected molecules or ions with the total composition C2HClN2O2, from OMol25.

The calculation puts the HOMO energy (alpha / beta) at -9.495 / -9.495 eV. The value obtained for the frontier orbital gap (alpha / beta) is 8.79 / 8.80 eV.

ORCA input file:
```
! wB97M-V def2-TZVPD RIJCOSX def2/J DEFGRID3
* xyz 0 1
C -0.198 0.260 -0.398
C 1.142 0.027 2.278
N -0.740 -0.116 -1.454
N -1.047 -0.998 -2.217
O 1.814 -0.549 1.548
O 0.437 0.579 3.008
Cl 0.585 1.827 -0.157
H -1.995 -1.030 -2.609
*
```

So, what does the Löwdin scheme give us? The charges, in e, come out as:
1. C -0.44
2. C -0.52
3. N -0.19
4. N 0.10
5. O 0.18
6. O 0.19
7. Cl 0.59
8. H 0.09

Referenced to the most stable arrangement, the calculated values in eV are w 4.474; x 0.000.

w:
The following is a quantum chemistry calculation of 2 unconnected molecules or ions with the total composition C4H11NO3, from OMol25.

The calculation puts the HOMO energy at -8.468 eV. The value obtained for the frontier orbital gap is 4.20 eV.

ORCA input file:
```
! wB97M-V def2-TZVPD RIJCOSX def2/J DEFGRID3
* xyz 0 1
O -0.064 2.447 0.501
C -1.079 1.572 0.424
C -0.633 0.185 -0.224
C 0.878 -0.038 0.127
C 1.176 -1.478 -0.152
O 1.639 0.887 -0.643
N -0.662 0.211 -1.630
H -1.851 1.953 -0.252
H -1.194 -0.692 0.112
H 1.013 0.202 1.177
H 2.177 -1.860 0.021
H 0.435 -2.139 0.389
H 0.896 -1.624 -1.211
H 1.253 1.733 -0.202
H 0.036 0.850 -1.996
H -1.516 0.264 -2.170
H -1.417 1.466 1.469
H -0.577 -2.248 2.537
O -0.511 -1.691 1.724
*
```

Here are the Löwdin charges for atoms 1 to 8, given in e:
1. O -0.08
2. C -0.22
3. C -0.26
4. C -0.40
5. C -0.04
6. O -0.04
7. N 0.16
8. H 0.12

x:
The following is a quantum chemistry calculation of 2 unconnected molecules or ions with the total composition C4H11NO3, from OMol25.

The calculation puts the HOMO energy at -9.366 eV. The value obtained for the frontier orbital gap is 7.42 eV.

ORCA input file:
```
! wB97M-V def2-TZVPD RIJCOSX def2/J DEFGRID3
* xyz 0 1
C -0.759 -0.055 1.677
O -1.997 -0.557 1.261
C 0.333 -0.323 0.578
C 1.778 -0.163 0.956
C 2.706 0.038 -0.148
O 2.426 0.671 -1.414
N -0.251 0.499 -0.622
H -0.463 -0.412 2.689
H -0.691 1.064 1.821
H -2.218 -0.163 0.378
H 0.190 -1.390 0.267
H 2.282 -0.599 -1.025
H 1.940 0.417 1.858
H 3.802 -0.150 -0.005
H -0.276 1.509 -0.413
H 0.701 0.531 -1.164
H -2.179 0.151 -1.529
H -2.935 -1.101 -1.803
O -3.093 -0.151 -1.723
*
```

Here are the Löwdin charges for atoms 1 to 8, given in e:
1. C -0.27
2. O -0.06
3. C -0.34
4. C 0.02
5. C -0.25
6. O -0.10
7. N 0.02
8. H 0.12

y:
The following is a quantum chemistry calculation of 2 unconnected molecules or ions with the total composition C4H11NO3, from OMol25.

Its SMILES is CN(C)CC(=O)O.O. The calculation puts the HOMO energy at -9.200 eV. The value obtained for the frontier orbital gap is 9.78 eV.

ORCA input file:
```
! wB97M-V def2-TZVPD RIJCOSX def2/J DEFGRID3
* xyz 0 1
C 2.409 0.551 -0.727
N 1.072 0.322 -0.159
C 1.235 -0.068 1.246
C 0.333 -0.668 -0.906
C -1.112 -0.840 -0.478
O -1.645 -0.321 0.466
O -1.693 -1.773 -1.240
H 2.870 -0.366 -1.116
H 3.068 0.886 0.068
H 2.293 1.300 -1.508
H 1.719 0.744 1.783
H 0.351 -0.480 1.706
H 1.972 -0.892 1.371
H 0.772 -1.676 -0.842
H 0.306 -0.319 -1.938
H -2.556 -1.929 -0.956
O -0.959 2.377 1.519
H -1.140 1.564 1.018
H -0.173 2.669 1.044
*
```

Here are the Löwdin charges for atoms 1 to 8, given in e:
1. C -0.09
2. N -0.26
3. C -0.11
4. C -0.13
5. C -0.49
6. O 0.11
7. O 0.14
8. H 0.09

z:
The following is a quantum chemistry calculation of 3 unconnected molecules or ions with the total composition C4H11NO3, from OMol25.

The calculation puts the HOMO energy at -8.606 eV. The value obtained for the frontier orbital gap is 4.47 eV.

ORCA input file:
```
! wB97M-V def2-TZVPD RIJCOSX def2/J DEFGRID3
* xyz 0 1
O -2.040 1.824 -0.851
C -1.553 0.734 -0.923
C -1.228 -0.186 0.280
C -0.790 0.672 1.511
N -2.214 -1.082 0.592
C 1.410 -1.332 -1.508
O 1.191 -0.153 -0.832
H -1.264 0.420 -1.939
H -0.359 -0.791 -0.003
H -0.705 0.033 2.384
H -1.435 1.516 1.748
H 0.169 1.067 1.169
H -3.119 -0.602 0.710
H 1.263 -1.215 -2.591
H 2.415 -1.738 -1.332
H 0.677 -2.093 -1.160
H 3.286 1.113 1.191
H 1.954 0.588 0.452
O 2.344 1.225 1.102
*
```

Here are the Löwdin charges for atoms 1 to 8, given in e:
1. O 0.11
2. C -0.18
3. C -0.45
4. C 0.05
5. N 0.27
6. C -0.24
7. O -0.27
8. H 0.14

Referenced to the most stable arrangement, the calculated values in eV are w 7.565; x 6.076; y 0.000; z 7.048.

w:
The following is a quantum chemistry calculation of a molecular structure, C4H11NO3, from OMol25.

The calculation puts the HOMO energy at -9.684 eV. The value obtained for the frontier orbital gap is 10.21 eV.

ORCA input file:
```
! wB97M-V def2-TZVPD RIJCOSX def2/J DEFGRID3
* xyz 0 1
H 0.958 1.200 0.323
O 1.177 1.909 1.274
N 0.558 0.260 -0.475
H 1.632 2.687 0.934
H 0.127 0.597 -1.331
C -0.571 -0.470 0.244
H -0.379 -0.854 1.254
C -1.599 0.686 0.539
O -2.736 0.654 0.114
O -1.114 1.556 1.346
H -0.053 1.826 1.390
C 1.726 -0.633 -0.687
H 1.422 -1.671 -0.739
H 2.268 -0.353 -1.598
H 2.468 -0.405 0.090
C -1.292 -1.528 -0.585
H -2.122 -1.081 -1.138
H -0.693 -2.248 -1.143
H -1.774 -2.131 0.190
*
```

Here are the Löwdin charges for atoms 1 to 8, given in e:
1. H 0.05
2. O -0.11
3. N -0.05
4. H 0.06
5. H 0.16
6. C -0.24
7. H 0.16
8. C -0.57

x:
The following is a quantum chemistry calculation of 4 unconnected molecules or ions with the total composition C4H11NO3, from OMol25.

Its SMILES is c1cc[nH]c1.O.O.O. The calculation puts the HOMO energy at -8.266 eV. The value obtained for the frontier orbital gap is 8.74 eV.

ORCA input file:
```
! wB97M-V def2-TZVPD RIJCOSX def2/J DEFGRID3
* xyz 0 1
C -1.872 -1.966 0.701
C -0.533 -1.983 0.174
C -0.557 -1.051 -0.779
N -1.796 -0.441 -0.914
C -2.645 -1.031 0.061
H -1.923 -2.565 1.520
H 0.299 -2.511 0.771
H 0.226 -0.731 -1.370
H -1.895 0.467 -1.242
H -3.703 -0.968 -0.022
O 2.813 2.071 1.012
H 2.049 2.591 1.165
H 2.878 2.299 -0.002
O 0.725 0.673 0.835
H 1.448 0.387 1.309
H 0.346 1.349 1.430
O 1.812 1.833 -1.267
H 1.451 1.119 -0.716
H 2.246 1.224 -2.021
*
```

Here are the Löwdin charges for atoms 1 to 8, given in e:
1. C -0.11
2. C -0.11
3. C -0.20
4. N 0.04
5. C -0.10
6. H 0.05
7. H 0.13
8. H 0.08

Referenced to the most stable arrangement, the calculated values in eV are w 0.000; x 1.482.